Entry 1:
Density functional theory data (ωB97M-V with the def2-TZVPD basis set) for C30H29BrGeN2O6Sc as an isolated structure.

XYZ file:
```
70
Properties=species:S:1:pos:R:3
Sc 0.036 -0.214 -0.015
O 1.165 1.368 1.547
C 0.712 1.228 2.884
C 0.732 -0.229 3.308
N -0.037 -1.054 2.381
C 0.589 -2.364 2.197
C 1.775 -2.289 1.212
O 2.477 -3.278 1.064
O 1.891 -1.162 0.608
C -1.453 -1.157 2.687
C -2.216 -1.662 1.447
O -3.272 -2.253 1.579
O -1.638 -1.383 0.328
H 2.080 1.061 1.477
H -0.299 1.641 2.886
H 1.325 1.830 3.565
H 0.383 -0.345 4.345
H 1.770 -0.571 3.278
H -0.140 -3.061 1.779
H 0.936 -2.796 3.145
H -1.842 -0.163 2.923
H -1.668 -1.817 3.538
O 2.014 -4.419 -4.420
C 1.488 -3.505 -3.564
C 0.285 -3.710 -2.894
C -0.164 -2.722 -2.043
N 0.508 -1.583 -1.842
C 1.654 -1.413 -2.486
Br 2.567 0.201 -2.155
C 2.195 -2.328 -3.366
H 1.448 -5.198 -4.440
H -0.285 -4.620 -3.025
H -1.090 -2.814 -1.489
H 3.131 -2.146 -3.869
C -0.820 1.465 -0.826
Ge -0.129 2.915 -1.764
C 1.450 3.720 -0.852
C 1.171 4.383 0.347
C 2.170 4.936 1.130
C 3.500 4.828 0.742
C 3.807 4.164 -0.434
C 2.790 3.624 -1.217
C 0.352 2.627 -3.688
C -0.484 1.739 -4.370
C -0.271 1.401 -5.698
C 0.806 1.942 -6.389
C 1.646 2.831 -5.737
C 1.414 3.168 -4.408
C -1.408 4.432 -1.924
C -1.125 5.582 -2.660
C -2.034 6.625 -2.752
C -3.260 6.535 -2.105
C -3.562 5.399 -1.369
C -2.640 4.362 -1.281
H -1.898 1.356 -1.018
H 0.140 4.454 0.678
H 1.913 5.448 2.052
H 4.286 5.254 1.353
H 4.839 4.063 -0.748
H 3.073 3.102 -2.124
H -1.305 1.276 -3.831
H -0.941 0.708 -6.194
H 0.985 1.674 -7.423
H 2.487 3.268 -6.264
H 2.076 3.892 -3.949
H -0.175 5.665 -3.180
H -1.790 7.509 -3.331
H -3.975 7.347 -2.175
H -4.516 5.320 -0.861
H -2.871 3.477 -0.698
```

Net charge   -1
2S+1   1
Total energy   -194109.1031 eV
ΔE to the lowest compared entry with this formula, charge and spin   88.69 kcal/mol
HOMO   -3.105 eV

Entry 2:
Density functional theory data (ωB97M-V with the def2-TZVPD basis set) for C30H29CeN5O2SSb as an isolated structure in a non-equilibrium geometry.

XYZ file:
```
69
Properties=species:S:1:pos:R:3
Ce 1.058 -0.205 -0.321
C -1.077 -2.691 -1.643
C -1.640 -2.129 -0.376
C -2.978 -2.233 -0.028
C -3.396 -1.707 1.181
C -2.488 -1.068 2.031
C -1.172 -0.982 1.631
N -0.782 -1.514 0.456
Sb 0.221 -0.150 3.134
C 1.422 -1.874 2.740
C 1.749 -2.830 3.678
C 2.513 -3.925 3.283
C 2.919 -4.023 1.967
C 2.559 -3.029 1.069
C 2.948 -3.090 -0.374
N 1.826 -1.973 1.455
C 1.942 1.023 2.352
C 2.431 1.907 3.287
C 3.640 2.557 3.014
C 4.315 2.303 1.836
C 3.781 1.402 0.926
C 4.455 1.033 -0.358
N 2.611 0.803 1.207
H -0.868 -3.757 -1.529
H -1.760 -2.571 -2.482
H -0.131 -2.216 -1.930
H -3.671 -2.728 -0.695
H -4.436 -1.784 1.475
H -2.819 -0.655 2.975
H 1.421 -2.731 4.705
H 2.789 -4.690 3.998
H 3.518 -4.859 1.628
H 3.831 -3.702 -0.545
H 2.148 -3.502 -0.995
H 3.213 -2.093 -0.733
H 1.904 2.102 4.211
H 4.044 3.261 3.731
H 5.254 2.793 1.614
H 5.189 0.242 -0.191
H 3.739 0.671 -1.103
H 4.972 1.880 -0.805
C -6.705 2.257 0.349
C -5.237 2.120 0.076
C -4.781 1.332 -0.982
C -3.429 1.197 -1.245
C -2.531 1.880 -0.425
C -2.947 2.685 0.644
C -4.300 2.786 0.880
S -0.867 1.850 -0.781
O -0.318 3.073 -1.253
O -0.146 1.378 0.508
N -0.563 0.586 -1.731
C 0.309 0.816 -2.871
C -0.033 1.522 -3.996
C 0.936 1.629 -4.987
C 2.182 1.030 -4.814
C 2.435 0.336 -3.653
N 1.500 0.228 -2.689
H -7.290 2.147 -0.562
H -6.937 3.220 0.801
H -7.030 1.481 1.047
H -5.499 0.832 -1.620
H -3.087 0.595 -2.075
H -2.243 3.243 1.250
H -4.650 3.416 1.688
H -1.010 1.978 -4.088
H 0.719 2.179 -5.894
H 2.948 1.097 -5.573
H 3.382 -0.160 -3.483
```

Net charge   +3
2S+1   1
Total energy   -73403.4954 eV
ΔE to the lowest compared entry with this formula, charge and spin   0.00 kcal/mol
HOMO (spin up / spin down)   -17.012 / -17.012 eV

Entry 3:
Density functional theory data (ωB97M-V with the def2-TZVPD basis set) for C30H29Cl3N4O2PS5Sc as an isolated structure in a non-equilibrium geometry.

XYZ file:
```
75
Properties=species:S:1:pos:R:3
Sc 0.289 -0.290 -0.014
C -0.207 -3.617 0.415
C 0.043 -3.439 -1.109
N -0.421 -2.130 -1.578
C -1.822 -2.141 -2.012
C -2.493 -0.811 -1.657
N -2.182 -0.417 -0.280
C -2.930 -1.157 0.741
C -2.248 -2.479 1.135
N -0.786 -2.408 1.025
H 0.756 -3.815 0.888
H -0.849 -4.487 0.592
H -0.433 -4.252 -1.674
H 1.119 -3.501 -1.279
H 0.160 -1.851 -2.371
H -2.340 -2.956 -1.506
H -1.918 -2.308 -3.093
H -3.577 -0.897 -1.821
H -2.105 -0.034 -2.322
H -2.450 0.563 -0.184
H -3.955 -1.372 0.404
H -3.009 -0.523 1.627
H -2.614 -3.272 0.482
H -2.564 -2.732 2.154
H -0.384 -2.311 1.957
O 3.028 0.582 2.293
C 1.926 1.080 2.224
O 1.099 0.946 1.226
C 1.367 1.923 3.337
C 2.197 2.344 4.369
C 1.688 3.118 5.393
C 0.354 3.494 5.373
C -0.478 3.073 4.352
C 0.017 2.258 3.336
P -1.091 1.717 1.966
C -2.638 1.525 2.970
C -2.449 0.764 4.128
C -3.509 0.380 4.922
C -4.801 0.736 4.569
C -5.016 1.433 3.395
C -3.948 1.794 2.584
C -1.105 3.418 1.242
C -2.190 4.286 1.260
C -2.078 5.562 0.731
C -0.880 5.998 0.192
C 0.208 5.140 0.174
C 0.096 3.861 0.682
H 3.238 2.054 4.350
H 2.323 3.435 6.209
H -0.043 4.120 6.157
H -1.520 3.362 4.358
H -1.442 0.486 4.411
H -3.327 -0.188 5.823
H -5.629 0.465 5.203
H -6.024 1.704 3.112
H -4.167 2.289 1.648
H -3.127 3.993 1.705
H -2.933 6.221 0.762
H -0.791 7.001 -0.197
H 1.155 5.476 -0.228
H 0.955 3.202 0.647
S 6.107 -2.981 -3.916
C 4.944 -2.297 -2.993
S 4.568 -2.793 -1.366
C 3.210 -1.700 -1.098
C 2.920 -0.863 -2.132
S 1.606 0.252 -2.224
S 3.942 -0.983 -3.555
S 2.389 -1.812 0.403
Cl -1.155 4.837 -2.954
C -0.768 3.135 -3.305
Cl -2.123 2.384 -4.212
Cl 0.739 3.000 -4.246
C -0.664 2.392 -2.088
N -0.577 1.701 -1.173
```

Net charge   0
2S+1   1
Total energy   -163372.0028 eV
ΔE to the lowest compared entry with this formula, charge and spin   44.30 kcal/mol
HOMO   -6.160 eV

Entry 4:
Density functional theory data (ωB97M-V with the def2-TZVPD basis set) for C30H29F6N6O3STi as an isolated structure in a non-equilibrium geometry.

XYZ file:
```
76
Properties=species:S:1:pos:R:3
Ti 1.129 0.093 0.317
C -0.079 1.733 2.825
N 1.222 1.096 2.606
C 2.269 2.094 2.820
C 1.390 -0.032 3.530
C 0.505 -1.173 3.112
C 0.009 -2.077 4.044
C -0.802 -3.123 3.631
C -1.116 -3.252 2.284
C -0.609 -2.339 1.366
C 0.211 -1.273 1.751
H -0.133 2.180 3.828
H -0.867 0.987 2.734
H -0.223 2.515 2.079
H 2.337 2.365 3.882
H 2.048 2.981 2.238
H 3.234 1.714 2.491
H 1.183 0.288 4.563
H 2.443 -0.331 3.499
H 0.253 -1.962 5.096
H -1.188 -3.831 4.355
H -1.745 -4.066 1.945
H -0.859 -2.484 0.318
N -4.367 -2.923 -3.429
C -3.005 -2.789 -3.197
C -2.141 -3.871 -3.389
C -0.796 -3.761 -3.096
C -0.280 -2.565 -2.609
C -1.123 -1.485 -2.443
C -2.475 -1.591 -2.719
S 1.468 -2.516 -2.347
O 1.850 -3.877 -2.090
O 2.053 -1.824 -3.463
N 1.638 -1.618 -0.961
C 2.914 -1.608 -0.477
N 3.035 -0.813 0.614
C 4.229 -0.704 1.197
C 5.319 -1.389 0.722
C 5.108 -2.145 -0.433
N 3.944 -2.256 -1.038
H -4.637 -3.662 -4.057
H -4.872 -2.067 -3.588
H -2.531 -4.812 -3.757
H -0.144 -4.614 -3.225
H -0.722 -0.543 -2.110
H -3.130 -0.741 -2.558
H 4.291 -0.047 2.055
H 6.289 -1.319 1.189
H 5.936 -2.671 -0.898
C 0.705 3.144 -1.953
C 1.875 2.810 -1.024
O 1.495 2.009 0.022
C 2.963 2.082 -1.843
F 2.446 0.919 -2.288
F 4.043 1.767 -1.114
F 3.382 2.775 -2.909
C 2.434 4.123 -0.437
F 2.779 5.005 -1.391
F 1.497 4.714 0.329
F 3.509 3.929 0.338
H 0.258 2.212 -2.294
H 1.014 3.726 -2.820
H -0.040 3.708 -1.392
N -0.938 0.641 -0.107
C -2.023 1.007 -0.076
C -3.383 1.460 -0.052
C -4.054 1.518 1.167
C -5.369 1.950 1.183
C -5.994 2.317 -0.001
C -5.315 2.258 -1.211
C -4.000 1.828 -1.246
H -3.551 1.221 2.078
H -5.907 1.999 2.120
H -7.022 2.654 0.018
H -5.812 2.550 -2.127
H -3.453 1.780 -2.179
```

Net charge   0
2S+1   2
Total energy   -96922.0528 eV
ΔE to the lowest compared entry with this formula, charge and spin   25.05 kcal/mol
HOMO (spin up / spin down)   -7.824 / -8.277 eV

Entry 5:
Density functional theory data (ωB97M-V with the def2-TZVPD basis set) for C30H29InN2O3PS2Se2 as an isolated structure in a non-equilibrium geometry.

XYZ file:
```
70
Properties=species:S:1:pos:R:3
In -0.632 -0.710 -0.211
Se 0.553 -0.446 2.665
P 2.233 0.277 1.554
Se 1.992 0.133 -0.586
C 3.722 -0.625 2.085
C 4.090 -1.822 1.407
C 5.146 -2.520 1.953
C 5.843 -2.206 3.143
C 5.484 -0.993 3.801
C 4.466 -0.220 3.271
C 2.464 2.019 1.746
C 1.633 2.736 2.607
C 1.876 4.116 2.747
C 2.923 4.716 2.047
C 3.665 4.068 1.139
C 3.414 2.680 0.952
H 3.663 -2.160 0.504
H 5.541 -3.415 1.453
H 6.466 -2.920 3.603
H 6.037 -0.596 4.652
H 3.989 0.593 3.890
H 0.942 2.301 3.337
H 1.207 4.776 3.248
H 3.043 5.727 2.340
H 4.398 4.517 0.514
H 3.916 2.077 0.222
C 0.429 5.428 -2.652
C -0.458 4.278 -2.427
C -0.988 3.647 -3.598
C -1.837 2.585 -3.425
C -2.146 2.131 -2.091
C -1.514 2.683 -1.018
C -0.686 3.757 -1.191
S -3.196 0.744 -1.841
O -3.709 0.888 -0.474
O -4.110 0.605 -2.932
N -2.114 -0.569 -1.771
C -2.388 -1.788 -2.423
C -3.347 -2.000 -3.460
C -3.619 -3.252 -3.945
C -2.930 -4.423 -3.462
C -1.921 -4.194 -2.509
C -1.170 -5.203 -1.948
C -0.163 -4.902 -1.079
C 0.024 -3.672 -0.612
N -0.750 -2.688 -0.994
C -1.704 -2.903 -1.950
H 1.328 5.115 -3.224
H 0.658 5.987 -1.758
H -0.105 6.058 -3.439
H -0.697 4.000 -4.572
H -2.274 1.997 -4.253
H -1.868 2.297 -0.088
H -0.206 4.236 -0.350
H -3.710 -1.060 -3.946
H -4.551 -3.435 -4.538
H -3.264 -5.426 -3.754
H -1.330 -6.235 -2.323
H 0.499 -5.635 -0.591
H 0.817 -3.454 0.117
C -4.473 -0.991 1.842
S -2.831 -1.006 2.500
C -2.898 -2.605 3.299
O -1.949 -1.493 1.255
H -4.487 -0.211 1.087
H -5.118 -0.673 2.636
H -4.682 -2.015 1.404
H -2.165 -2.555 4.104
H -2.544 -3.345 2.601
H -3.929 -2.811 3.708
```

Net charge   +1
2S+1   1
Total energy   -207523.3329 eV
HOMO   -10.371 eV

Entry 6:
Density functional theory data (ωB97M-V with the def2-TZVPD basis set) for C30H29LiN3OP2SbSe6 as an isolated structure.

XYZ file:
```
73
Properties=species:S:1:pos:R:3
Li -2.094 1.195 -2.303
Se 4.207 -0.983 -2.692
P 2.895 -0.831 -1.064
C 3.087 -2.381 -0.121
C 2.497 -3.478 -0.744
C 2.744 -4.756 -0.285
C 3.605 -4.950 0.786
C 4.200 -3.863 1.399
C 3.938 -2.579 0.956
C 3.361 0.609 -0.056
C 4.609 0.642 0.561
C 4.999 1.765 1.265
C 4.173 2.877 1.305
C 2.978 2.881 0.606
C 2.570 1.750 -0.077
C 1.165 -0.704 -1.467
C -0.037 -0.425 -0.792
N -0.996 -0.421 -1.736
N -0.425 -0.679 -2.897
N 0.849 -0.850 -2.763
P -0.578 -0.305 0.910
Se -2.611 -0.739 1.179
C 0.436 -1.514 1.837
C -0.054 -2.814 1.900
C 0.581 -3.764 2.677
C 1.696 -3.412 3.421
C 2.203 -2.126 3.335
C 1.587 -1.177 2.537
C -0.219 1.342 1.572
C -0.402 2.428 0.727
C -0.263 3.712 1.219
C 0.048 3.912 2.555
C 0.172 2.830 3.411
C 0.021 1.544 2.927
H 1.865 -3.308 -1.606
H 2.289 -5.606 -0.774
H 3.827 -5.950 1.132
H 4.884 -4.010 2.225
H 4.396 -1.740 1.458
H 5.282 -0.197 0.446
H 5.961 1.776 1.761
H 4.483 3.756 1.851
H 2.362 3.767 0.579
H 1.653 1.763 -0.651
H -0.956 -3.050 1.349
H 0.194 -4.771 2.725
H 2.175 -4.139 4.063
H 3.085 -1.855 3.899
H 2.007 -0.183 2.459
H -0.662 2.259 -0.311
H -0.401 4.550 0.553
H 0.175 4.915 2.939
H 0.377 2.987 4.464
H 0.071 0.698 3.601
C -6.382 0.078 -3.954
C -5.343 0.454 -2.891
C -6.023 1.207 -1.751
C -4.654 -0.808 -2.370
O -4.283 1.206 -3.468
H -7.186 -0.502 -3.508
H -5.928 -0.508 -4.748
H -6.799 0.984 -4.391
H -6.906 0.671 -1.409
H -6.330 2.195 -2.096
H -5.343 1.336 -0.912
H -5.382 -1.465 -1.902
H -3.899 -0.530 -1.634
H -4.158 -1.325 -3.190
Se -3.712 3.795 -0.427
Sb -3.010 4.251 -2.729
Se -0.788 3.167 -3.036
Se -3.270 6.546 -3.554
Se -4.609 2.848 -4.285
```

Net charge   -2
2S+1   1
Total energy   -455502.9492 eV
HOMO   -2.123 eV